The following is a quantum chemistry calculation of a structure of composition C36H43ClN3O10RbSi2Te in a non-equilibrium geometry, from the OMol25 dataset.

```
97
Properties=species:S:1:pos:R:3:lowdin_charge:R:1
Rb 0.73992 1.88905 0.71022 0.91
O 4.24216 -0.64920 1.24539 0.07
C 3.32205 0.09212 1.83533 -0.52
O 2.17328 -0.24272 2.02685 -0.04
C 3.84121 1.45940 2.22188 -0.20
C 5.19677 1.75126 2.21039 -0.01
C 5.57930 3.03839 2.56916 -0.07
C 4.60741 3.96609 2.89202 -0.01
C 3.26315 3.59612 2.82610 -0.17
N 2.90249 2.35728 2.50916 0.09
C 2.14186 4.63119 3.09222 -0.69
O 2.52551 5.65844 3.68625 -0.06
O 1.01564 4.31167 2.66908 -0.08
H 3.83566 -1.22239 0.50468 0.04
H 5.91036 0.99292 1.92380 0.11
H 6.62865 3.31117 2.58404 0.10
H 4.83212 4.98206 3.18528 0.11
O -4.45816 5.44397 -1.21557 0.09
C -5.04731 4.63821 -0.37085 -0.54
O -6.24951 4.65370 -0.18763 0.02
C -4.16259 3.71749 0.41182 -0.06
C -4.55531 2.99516 1.51556 -0.55
Cl -6.11306 2.96673 2.21669 0.80
N -3.48302 2.29192 1.97882 -0.04
N -2.41571 2.50314 1.17398 0.14
C -2.79669 3.34812 0.24174 -0.12
C -1.78561 3.76277 -0.82547 -0.60
O -2.06663 4.80355 -1.47817 0.01
O -0.79930 3.03188 -0.95524 -0.19
C -3.28391 1.45794 3.12274 -0.15
C -2.02945 0.87609 3.29946 -0.01
C -1.76603 0.10710 4.41807 -0.07
C -2.74663 -0.12512 5.37056 -0.11
C -3.99753 0.43585 5.18430 -0.10
C -4.27077 1.22748 4.07714 -0.05
H -3.40996 5.31437 -1.23016 0.06
H -1.23944 1.02593 2.58486 0.07
H -0.77346 -0.30454 4.53423 0.11
H -2.53461 -0.72726 6.24519 0.10
H -4.78397 0.27589 5.91188 0.10
H -5.24816 1.66167 3.98384 0.03
C -0.64896 -3.38182 3.60879 -0.19
Si -2.01857 -3.69959 2.36793 0.37
C -2.85143 -5.31757 2.86616 -0.19
C -3.30613 -2.34094 2.37644 -0.17
C -1.28506 -3.86234 0.65479 -0.59
Te -0.02366 -2.16285 0.21299 1.31
C -0.58605 -1.94790 -1.83979 -0.59
Si -2.30699 -1.32584 -2.23558 0.41
C -3.62029 -2.63479 -1.89071 -0.19
C -2.34829 -0.95979 -4.08082 -0.18
C -2.71729 0.20937 -1.27050 -0.17
H -1.06355 -3.13195 4.58787 0.02
H 0.00332 -2.56083 3.30460 0.01
H -0.02601 -4.27330 3.72439 0.03
H -3.29644 -5.23945 3.86191 0.02
H -2.13127 -6.13929 2.88369 0.02
H -3.64656 -5.58093 2.16411 0.02
H -3.64694 -2.11694 3.39109 0.03
H -4.17657 -2.63344 1.78320 0.03
H -2.90114 -1.41819 1.95707 0.01
H -2.08118 -3.88344 -0.09094 -0.02
H -0.69573 -4.77233 0.53768 0.00
H -0.34858 -2.88318 -2.35038 0.00
H 0.13595 -1.20089 -2.18610 0.00
H -3.36920 -3.60084 -2.33640 0.03
H -4.57630 -2.30957 -2.31123 0.03
H -3.76942 -2.77645 -0.81914 0.00
H -2.09106 -1.84610 -4.66710 0.02
H -1.63245 -0.17316 -4.32935 0.03
H -3.33953 -0.62203 -4.39433 0.02
H -2.82140 -0.00966 -0.20562 0.02
H -3.65935 0.64629 -1.61604 0.05
H -1.94416 0.97602 -1.36549 0.03
C 5.06589 -0.13365 -6.94203 -0.07
C 4.53160 -0.33152 -5.54746 -0.29
C 3.92230 -1.51809 -5.17366 -0.03
C 3.42107 -1.71074 -3.88694 -0.20
C 2.76010 -3.01633 -3.53170 -0.03
C 3.52102 -0.67675 -2.95829 -0.04
C 4.12539 0.53472 -3.31680 -0.19
C 4.24222 1.65574 -2.31961 -0.02
C 4.63009 0.68347 -4.60126 -0.02
C 3.01458 -0.84472 -1.53290 -0.61
O 3.61853 -1.70437 -0.83178 -0.02
O 2.08463 -0.10200 -1.15812 -0.10
H 5.00373 -1.05657 -7.52024 0.06
H 6.11071 0.18476 -6.92734 0.07
H 4.50029 0.63320 -7.47686 0.07
H 3.83845 -2.32473 -5.89683 0.11
H 3.08464 -3.81012 -4.20722 0.07
H 1.67430 -2.93141 -3.61510 0.07
H 2.99000 -3.30174 -2.50633 0.08
H 4.78437 1.33234 -1.42739 0.09
H 3.25464 1.97645 -1.98972 0.08
H 4.76395 2.50981 -2.75241 0.07
H 5.10704 1.62107 -4.87276 0.11
```

As for the charge: -2. The value obtained for the energy above the lowest of the compared OMol25 structures with the same formula, charge and spin is 20.4 kcal per mole. For the HOMO-LUMO gap, the calculation gives 6.856 eV. The HOMO energy is -3.34 eV.